A 2-piece molecular cluster, C21H44BI2NO3P overall. Source: the Open Molecules 2025 dataset; level of theory: ωB97M-V/def2-TZVPD.

XYZ file:
```
73
Properties=species:S:1:pos:R:3:forces:R:3
C -2.22747 -1.72172 1.28906 0.258 -0.044 0.115
C -1.04975 -2.28574 0.48956 -0.184 -0.168 0.099
C -0.97324 -1.85494 -0.98414 -0.038 0.257 -0.327
C -2.38626 -1.89679 -1.58168 0.011 -0.466 0.253
C -0.18255 -0.50597 -1.16738 -0.380 -0.352 0.248
P -0.78197 0.65990 -2.52061 0.431 0.440 -0.179
C -1.06535 -0.34557 -4.05752 0.085 -0.024 -0.143
C -2.46440 1.18621 -1.97410 0.048 -0.223 -0.010
O -0.39627 0.28265 -0.02870 -0.279 0.148 0.121
B 0.86101 0.82999 0.55624 0.680 -0.221 0.448
C 1.07283 0.36116 2.12516 -0.091 -0.029 -0.501
C 2.54153 0.45868 2.56386 -0.485 0.005 0.443
C 0.96169 2.48803 0.51693 -0.321 0.215 -0.241
C -0.39839 3.16885 0.33019 0.318 0.134 0.729
C -0.84266 3.96497 1.55550 -0.273 -0.045 -0.200
I -0.35609 4.56717 -1.34671 -0.212 -0.044 -0.121
O 1.91559 0.24798 -0.33259 -0.091 0.007 -0.196
C 1.40441 -0.68233 -1.25768 0.139 0.460 0.641
C 2.00063 -0.32213 -2.62969 0.047 -0.282 -0.265
C 2.39340 1.14530 -2.80443 -0.106 0.025 -0.608
N 2.47922 1.53510 -4.23994 -0.070 -0.060 0.227
C 1.89028 -2.05759 -0.75353 0.298 0.080 -0.186
C 3.42019 -2.20799 -0.80832 -0.285 -0.559 -0.170
C 3.87760 -3.11626 -1.95220 -0.040 0.326 -0.053
I 3.96136 -5.18119 -1.36936 -0.045 -0.033 -0.080
H -3.14963 -2.26660 1.08962 -0.132 0.098 -0.046
H -2.00212 -1.82377 2.35241 -0.057 -0.056 0.034
H -2.35769 -0.65928 1.09584 -0.051 0.051 -0.069
H -0.14233 -2.03372 1.02204 0.083 0.091 -0.054
H -1.12593 -3.37916 0.50217 0.032 -0.043 0.038
H -0.43059 -2.63870 -1.51275 0.089 0.027 -0.083
H -2.85813 -2.83500 -1.27091 -0.002 -0.030 0.008
H -2.37741 -1.91387 -2.66552 -0.105 0.204 -0.035
H -3.02175 -1.09759 -1.22146 -0.065 -0.004 -0.071
H -0.97370 -1.42123 -3.91412 -0.050 -0.032 -0.021
H -2.03103 -0.11855 -4.50997 -0.103 -0.060 0.071
H -0.30056 -0.05117 -4.77633 -0.005 0.010 -0.084
H -2.71204 0.76846 -1.00143 -0.034 0.091 0.022
H -2.44650 2.26937 -1.88570 -0.071 0.101 -0.043
H -3.20862 0.89431 -2.71484 -0.129 -0.006 0.057
H 0.74138 -0.66911 2.30638 -0.114 -0.027 0.009
H 0.44044 0.99957 2.74884 0.026 -0.011 0.167
H 2.61673 0.56395 3.65147 0.113 0.011 0.022
H 3.04275 1.31560 2.11461 0.137 -0.021 -0.106
H 3.06495 -0.45976 2.30185 0.219 0.085 -0.218
H 1.37375 2.87434 1.45502 0.100 -0.020 0.042
H 1.66328 2.80872 -0.25381 -0.006 -0.155 -0.090
H -1.17206 2.43910 0.10870 0.025 0.071 -0.473
H -0.70839 3.34241 2.44251 0.047 -0.045 0.055
H -0.27283 4.88465 1.66915 0.166 -0.025 0.100
H -1.89817 4.23989 1.48590 -0.011 0.038 -0.004
H 2.90498 -0.91018 -2.80528 -0.016 -0.048 -0.041
H 1.31472 -0.61160 -3.43067 -0.004 -0.027 0.008
H 3.36465 1.31791 -2.34919 0.001 0.052 0.226
H 1.64681 1.78060 -2.33937 0.200 0.049 0.215
H 2.36033 0.72057 -4.83014 0.103 -0.065 -0.022
H 1.68279 2.12465 -4.44402 -0.063 0.084 -0.058
H 1.59189 -2.11451 0.28752 -0.115 -0.081 0.003
H 1.44058 -2.89662 -1.28776 -0.006 -0.077 -0.012
H 3.74480 -2.65643 0.12839 0.268 0.238 0.079
H 3.90288 -1.24127 -0.92774 0.007 0.160 0.189
H 4.86808 -2.87404 -2.32412 0.124 -0.103 0.107
H 3.18893 -3.07813 -2.79236 -0.016 -0.118 0.003
C -3.30821 1.61959 4.18220 0.100 0.086 -0.009
C -2.16277 0.81464 4.75164 -0.059 -0.071 -0.152
O -1.05447 1.27603 4.85286 0.059 0.105 0.167
C -2.47235 -0.60516 5.16705 0.111 0.017 0.063
H -2.95616 2.61294 3.91429 0.009 -0.003 -0.009
H -3.70293 1.12549 3.29250 -0.047 -0.035 0.029
H -4.11159 1.70253 4.91711 -0.048 -0.062 -0.035
H -2.84298 -1.17053 4.31073 -0.075 0.024 0.029
H -3.24041 -0.61057 5.94332 -0.059 -0.016 -0.047
H -1.56868 -1.07654 5.54546 0.011 0.001 -0.008
```
Positions in Å, forces in eV/Å.

As for the LUMO energy: 2.237 eV. For the HOMO-LUMO gap, the calculation gives 6.74 eV. The value obtained for the total energy is -56293.1533 eV. Its net charge is -1. The calculation puts the molar mass at 654.18 g mol⁻¹. The value obtained for the HOMO energy is -4.500 eV.

Charges per atom according to Löwdin partitioning, unit e:
1. C -0.0949
2. C -0.2051
3. C -0.2893
4. C -0.0851
5. C -0.4306
6. P 1.0331
7. C -0.2949
8. C -0.2831
9. O -0.0603
10. B -0.8114
11. C -0.1444
12. C -0.1212
13. C -0.1486
14. C -0.7362
15. C -0.1948
16. I 0.7191
17. O 0.0057
18. C -0.3969
19. C -0.1391
20. C -0.2743
21. N -0.0077
22. C -0.1160
23. C -0.2942
24. C -0.6566
25. I 0.6945
26. H 0.0658
27. H 0.0543
28. H 0.0691
29. H 0.0724
30. H 0.1155
31. H 0.1138
32. H 0.0815
33. H 0.0483
34. H 0.0520
35. H 0.0237
36. H 0.0296
37. H 0.0068
38. H 0.0203
39. H -0.0209
40. H 0.0316
41. H 0.0753
42. H 0.0682
43. H 0.0565
44. H 0.0642
45. H 0.0574
46. H 0.0893
47. H 0.0584
48. H 0.0441
49. H 0.0674
50. H 0.0538
51. H 0.0601
52. H 0.0949
53. H 0.0780
54. H 0.1068
55. H 0.0513
56. H 0.0396
57. H 0.0443
58. H 0.1096
59. H 0.1028
60. H 0.0801
61. H 0.1127
62. H 0.0344
63. H 0.0320
64. C -0.0190
65. C -0.5020
66. O 0.0709
67. C -0.0241
68. H 0.0736
69. H 0.0829
70. H 0.0792
71. H 0.0632
72. H 0.0792
73. H 0.0832